Version i
{"formula": "C60H151N9O20", "method": "ωB97M-V/def2-TZVPD", "homo_energy_ev": -8.385, "smiles": "COCCNCCOC.COCCNCCOC.COCCNCCOC.COCCNCCOC.COCCNCCOC.COCCNCCOC.COCCNCCOC.COCCNCCOC.COCCNCCOC.CC(C)O.CC(C)O", "gap_ev": 8.88, "multiplicity": 1, "symbols": ["C", "O", "C", "C", "N", "C", "C", "O", "C", "H", "H", "H", "H", "H", "H", "H", "H", "H", "H", "H", "H", "H", "H", "H", "C", "O", "C", "C", "N", "C", "C", "O", "C", "H", "H", "H", "H", "H", "H", "H", "H", "H", "H", "H", "H", "H", "H", "H", "C", "O", "C", "C", "N", "C", "C", "O", "C", "H", "H", "H", "H", "H", "H", "H", "H", "H", "H", "H", "H", "H", "H", "H", "C", "O", "C", "C", "N", "C", "C", "O", "C", "H", "H", "H", "H", "H", "H", "H", "H", "H", "H", "H", "H", "H", "H", "H", "C", "O", "C", "C", "N", "C", "C", "O", "C", "H", "H", "H", "H", "H", "H", "H", "H", "H", "H", "H", "H", "H", "H", "H", "C", "O", "C", "C", "N", "C", "C", "O", "C", "H", "H", "H", "H", "H", "H", "H", "H", "H", "H", "H", "H", "H", "H", "H", "C", "O", "C", "C", "N", "C", "C", "O", "C", "H", "H", "H", "H", "H", "H", "H", "H", "H", "H", "H", "H", "H", "H", "H", "C", "O", "C", "C", "N", "C", "C", "O", "C", "H", "H", "H", "H", "H", "H", "H", "H", "H", "H", "H", "H", "H", "H", "H", "C", "O", "C", "C", "N", "C", "C", "O", "C", "H", "H", "H", "H", "H", "H", "H", "H", "H", "H", "H", "H", "H", "H", "H", "C", "C", "C", "O", "H", "H", "H", "H", "H", "H", "H", "H", "C", "C", "C", "O", "H", "H", "H", "H", "H", "H", "H", "H"], "coordinates": [[-2.03542, -0.18162, -4.18752], [-0.77783, -0.89141, -4.33148], [0.06616, -0.35238, -5.31037], [1.43128, -0.92558, -5.23583], [1.96530, -0.74457, -3.86309], [3.03831, -1.72249, -3.60332], [3.29205, -2.05368, -2.10142], [2.06371, -2.66346, -1.69933], [2.24118, -3.57959, -0.65452], [-2.57230, -0.56724, -3.36069], [-2.74334, -0.21537, -5.07228], [-1.90549, 0.91696, -4.05247], [0.15049, 0.73878, -5.10830], [-0.38236, -0.36230, -6.34619], [1.99940, -0.28501, -5.94875], [1.45753, -1.96319, -5.46341], [1.19762, -0.97076, -3.21532], [3.99963, -1.30001, -4.00567], [2.87957, -2.64684, -4.15431], [3.50819, -1.10046, -1.53288], [4.16325, -2.76726, -2.02927], [1.28697, -4.06040, -0.39909], [2.59815, -3.14038, 0.26359], [2.87327, -4.37914, -1.03595], [1.72508, 0.44496, 4.17602], [0.73138, -0.51971, 4.52051], [0.38004, -0.28900, 5.89871], [-0.79229, -1.23048, 6.17028], [-0.45958, -2.64595, 6.44055], [-1.57855, -3.51177, 6.36746], [-1.13254, -4.87384, 6.88543], [-0.90436, -4.89219, 8.24933], [-0.46728, -6.20294, 8.71528], [1.39892, 1.37067, 4.60049], [1.80187, 0.49722, 3.07885], [2.68927, 0.18105, 4.64420], [0.17932, 0.80414, 5.94550], [1.25520, -0.51804, 6.51754], [-1.51319, -1.19138, 5.33238], [-1.37159, -0.90495, 7.08411], [0.32025, -3.01112, 5.85567], [-2.01792, -3.66176, 5.38752], [-2.37337, -3.19339, 7.07767], [-0.20006, -5.06211, 6.30314], [-1.83149, -5.62241, 6.48699], [0.58089, -6.45670, 8.41762], [-1.17875, -6.95126, 8.32728], [-0.44383, -6.11273, 9.77345], [-4.41109, -2.76051, 2.68031], [-3.58916, -1.61944, 2.37326], [-2.17999, -1.88096, 2.31682], [-1.81724, -2.68252, 1.05745], [-2.31636, -2.01085, -0.15457], [-2.48565, -3.00967, -1.25285], [-1.19010, -3.48331, -1.94395], [-1.63979, -4.35119, -2.98536], [-0.61374, -4.57189, -3.93292], [-4.57971, -2.87026, 3.79239], [-4.01308, -3.65917, 2.27907], [-5.40266, -2.67338, 2.19764], [-1.89828, -2.47151, 3.24621], [-1.76372, -0.88659, 2.33581], [-2.19200, -3.69330, 1.08181], [-0.70670, -2.73428, 1.00131], [-3.20670, -1.55295, 0.03626], [-3.06886, -2.56737, -2.05648], [-2.98217, -3.91779, -0.85109], [-0.49995, -4.00399, -1.28873], [-0.69594, -2.66001, -2.38911], [0.09740, -5.22583, -3.39462], [-0.20080, -3.66439, -4.42997], [-1.02284, -5.12262, -4.79613], [4.58849, -7.80859, 1.90434], [4.92670, -6.77244, 1.00070], [6.35559, -6.73238, 0.72450], [6.52913, -5.82835, -0.51341], [6.12765, -4.45197, -0.36848], [7.08376, -3.70384, 0.41728], [6.64215, -2.26344, 0.25621], [5.32549, -2.14004, 0.75968], [4.94696, -0.73560, 0.85392], [3.52568, -7.72436, 2.21995], [5.29238, -7.62716, 2.73188], [4.69581, -8.84141, 1.49188], [6.72275, -7.75083, 0.49545], [6.86927, -6.41574, 1.61209], [5.82647, -6.32888, -1.17356], [7.59158, -5.91989, -0.89555], [5.17108, -4.41932, -0.02843], [8.06216, -3.94936, -0.12937], [7.13887, -4.00154, 1.48944], [6.72049, -1.96624, -0.82119], [7.34594, -1.61385, 0.85698], [4.03503, -0.74204, 1.45672], [4.78243, -0.18862, -0.07270], [5.63253, -0.13157, 1.41952], [-0.22525, 4.29092, -3.68749], [0.80809, 3.54080, -4.34989], [2.06414, 3.54999, -3.71233], [3.00819, 2.70677, -4.54986], [3.38871, 3.41142, -5.82377], [4.69522, 3.10063, -6.27087], [4.86648, 1.64848, -6.61308], [3.95067, 1.48188, -7.62567], [4.07616, 0.31797, -8.37802], [-1.12279, 4.11250, -4.24454], [0.02238, 5.32241, -3.70429], [-0.46541, 3.96324, -2.64804], [1.84233, 3.24901, -2.66011], [2.41776, 4.54304, -3.74003], [2.54093, 1.68281, -4.65548], [3.95482, 2.62620, -4.01920], [2.72890, 3.14849, -6.54742], [5.40698, 3.32310, -5.47902], [4.87071, 3.67994, -7.18735], [4.61969, 1.06845, -5.77112], [5.87290, 1.44865, -6.99967], [4.26262, -0.54646, -7.74756], [4.95419, 0.40029, -9.02044], [3.14169, 0.12819, -8.93929], [-1.89605, 9.82288, -2.65278], [-1.03286, 8.68824, -2.62589], [-0.82521, 8.14691, -1.36617], [0.36849, 8.84074, -0.69542], [1.55524, 9.22918, -1.49930], [2.11097, 8.20025, -2.39125], [2.75489, 7.13591, -1.49452], [1.71538, 6.33273, -0.93290], [2.24167, 5.36850, -0.05486], [-2.07774, 10.12691, -3.68224], [-1.44912, 10.68482, -2.17313], [-2.80736, 9.59480, -2.07350], [-0.58864, 7.06979, -1.42335], [-1.59227, 8.32229, -0.66043], [0.69433, 8.19742, 0.21846], [-0.01397, 9.80673, -0.33704], [1.15380, 10.05499, -1.97625], [2.74457, 8.68128, -3.16913], [1.41386, 7.70327, -3.04386], [3.30450, 7.67559, -0.71456], [3.40681, 6.41790, -2.05164], [2.83043, 5.76849, 0.75390], [2.79922, 4.69550, -0.66362], [1.37392, 4.90896, 0.42628], [1.79762, -6.71434, 5.23294], [0.67211, -6.46372, 4.43547], [0.83665, -6.54484, 3.06430], [1.76814, -5.49806, 2.50159], [1.45245, -4.18480, 2.96906], [2.44789, -3.13455, 3.11853], [3.57394, -3.28646, 4.17533], [2.97370, -3.09596, 5.40564], [3.68174, -3.56114, 6.50302], [1.39628, -6.62965, 6.27558], [2.60461, -5.98661, 5.27250], [2.13645, -7.70102, 4.96279], [-0.18547, -6.44754, 2.62808], [1.22899, -7.57509, 2.78342], [1.76715, -5.59952, 1.42263], [2.81027, -5.87132, 2.78906], [0.88342, -4.14330, 3.83549], [1.87915, -2.22791, 3.32540], [3.04624, -3.10261, 2.21376], [4.34062, -2.52748, 3.98267], [3.87236, -4.29763, 4.06092], [3.20621, -3.22961, 7.43542], [4.69918, -3.15020, 6.42553], [3.69697, -4.65123, 6.42669], [-7.23523, 0.14677, 1.53674], [-6.95857, -0.11127, 0.17569], [-5.79246, 0.61026, -0.24472], [-5.55412, 0.28452, -1.69238], [-5.41547, -1.25545, -1.81505], [-5.40111, -1.66436, -3.23415], [-6.74646, -1.54099, -3.95669], [-7.70458, -2.35784, -3.43067], [-8.95851, -2.30735, -4.13582], [-7.42269, 1.22326, 1.69692], [-6.36652, -0.09690, 2.15931], [-8.11746, -0.35742, 1.86994], [-4.85472, 0.33237, 0.31611], [-5.87606, 1.72904, -0.11295], [-4.51604, 0.58258, -1.99713], [-6.35909, 0.70730, -2.26945], [-6.26089, -1.58214, -1.32939], [-5.19420, -2.72228, -3.37535], [-4.66720, -1.09914, -3.77066], [-6.49343, -1.85619, -5.03732], [-7.19730, -0.52370, -3.90658], [-9.58188, -3.08115, -3.67099], [-8.83171, -2.62420, -5.20666], [-9.40502, -1.30172, -4.16239], [-4.58212, 6.96699, 2.58033], [-3.23237, 6.58481, 2.68100], [-2.48069, 6.77179, 1.49207], [-1.27202, 5.89931, 1.55712], [-1.65772, 4.50414, 1.66897], [-0.61501, 3.54046, 1.96335], [-1.19044, 2.21222, 2.36242], [-1.99180, 2.48754, 3.52519], [-2.48473, 1.22993, 4.08635], [-5.22575, 6.25972, 2.05450], [-4.72475, 7.94094, 2.09712], [-4.94334, 6.97698, 3.67260], [-2.26498, 7.84657, 1.35937], [-2.99388, 6.40332, 0.58418], [-0.61593, 6.22390, 2.38128], [-0.65892, 6.01199, 0.61464], [-2.34450, 4.40337, 2.42434], [-0.06429, 3.80914, 2.86834], [0.03360, 3.42667, 1.10107], [-0.39143, 1.50173, 2.58628], [-1.79654, 1.81432, 1.53602], [-2.83737, 1.49031, 5.08989], [-1.65854, 0.51656, 4.10808], [-3.22965, 0.75236, 3.40019], [-5.25920, 5.37221, -1.63419], [-4.80562, 3.95105, -1.27022], [-3.56577, 3.55625, -1.98274], [-4.67828, 3.92105, 0.17183], [-4.52203, 6.11049, -1.44312], [-6.16465, 5.68364, -1.04045], [-5.59947, 5.39015, -2.65359], [-5.58142, 3.26184, -1.67174], [-3.74120, 3.74317, -3.07421], [-3.38960, 2.44012, -1.81665], [-2.72032, 4.17875, -1.62990], [-3.70267, 4.05652, 0.27885], [0.97346, 1.31806, -1.48948], [0.29967, 0.12719, -0.83257], [1.03048, -0.30035, 0.42254], [-1.01604, 0.54472, -0.54323], [1.01332, 2.20083, -0.80662], [0.47711, 1.64865, -2.35907], [2.00842, 1.06411, -1.87228], [0.26195, -0.77856, -1.52994], [0.99663, 0.49702, 1.11679], [2.08819, -0.36832, 0.12590], [0.70476, -1.19147, 0.88228], [-1.57749, -0.28207, -0.55586]]}


Version ii
{"formula": "C60H151N9O20", "method": "ωB97M-V/def2-TZVPD", "homo_energy_ev": -8.496, "smiles": "COCCNCCOC.COCCNCCOC.COCCNCCOC.COCCNCCOC.COCCNCCOC.COCCNCCOC.COCCNCCOC.COCCNCCOC.COCCNCCOC.CC(C)O.CC(C)O", "gap_ev": 8.75, "multiplicity": 1, "symbols": ["C", "O", "C", "C", "N", "C", "C", "O", "C", "H", "H", "H", "H", "H", "H", "H", "H", "H", "H", "H", "H", "H", "H", "H", "C", "O", "C", "C", "N", "C", "C", "O", "C", "H", "H", "H", "H", "H", "H", "H", "H", "H", "H", "H", "H", "H", "H", "H", "C", "O", "C", "C", "N", "C", "C", "O", "C", "H", "H", "H", "H", "H", "H", "H", "H", "H", "H", "H", "H", "H", "H", "H", "C", "O", "C", "C", "N", "C", "C", "O", "C", "H", "H", "H", "H", "H", "H", "H", "H", "H", "H", "H", "H", "H", "H", "H", "C", "O", "C", "C", "N", "C", "C", "O", "C", "H", "H", "H", "H", "H", "H", "H", "H", "H", "H", "H", "H", "H", "H", "H", "C", "O", "C", "C", "N", "C", "C", "O", "C", "H", "H", "H", "H", "H", "H", "H", "H", "H", "H", "H", "H", "H", "H", "H", "C", "O", "C", "C", "N", "C", "C", "O", "C", "H", "H", "H", "H", "H", "H", "H", "H", "H", "H", "H", "H", "H", "H", "H", "C", "O", "C", "C", "N", "C", "C", "O", "C", "H", "H", "H", "H", "H", "H", "H", "H", "H", "H", "H", "H", "H", "H", "H", "C", "O", "C", "C", "N", "C", "C", "O", "C", "H", "H", "H", "H", "H", "H", "H", "H", "H", "H", "H", "H", "H", "H", "H", "C", "C", "C", "O", "H", "H", "H", "H", "H", "H", "H", "H", "C", "C", "C", "O", "H", "H", "H", "H", "H", "H", "H", "H"], "coordinates": [[25.32727, -7.33862, -4.35266], [25.38245, -6.07033, -3.63025], [24.17430, -5.78539, -2.96575], [24.20370, -4.52605, -2.10958], [23.25490, -4.55589, -1.06838], [21.86307, -4.41298, -1.48578], [21.54138, -3.15000, -2.32246], [21.95038, -3.32201, -3.73765], [21.01600, -4.03224, -4.57126], [25.09719, -8.18565, -3.70636], [26.29626, -7.49465, -4.82682], [24.62932, -7.27032, -5.18711], [23.84871, -6.68303, -2.44007], [23.38716, -5.62661, -3.70285], [24.15612, -3.64198, -2.74539], [25.21277, -4.39797, -1.71785], [23.46083, -3.71663, -0.54556], [21.21634, -4.33371, -0.61197], [21.52431, -5.31877, -1.98867], [22.14805, -2.38005, -1.84575], [20.48238, -2.89948, -2.26023], [21.43168, -4.28501, -5.54666], [20.12916, -3.41213, -4.70197], [20.62281, -4.93524, -4.10425], [12.39378, -2.04719, -2.40261], [13.23063, -3.20234, -2.21029], [14.55491, -3.00625, -1.72133], [15.29943, -4.29156, -1.21225], [15.84305, -5.14345, -2.25314], [14.78832, -5.63717, -3.12247], [15.24286, -6.63334, -4.19974], [15.05040, -8.01095, -3.71618], [15.33760, -8.98614, -4.70142], [11.68138, -2.25177, -3.20181], [13.09345, -1.24849, -2.64887], [11.91662, -1.80684, -1.45254], [14.44846, -2.25947, -0.93450], [15.11135, -2.57879, -2.55545], [14.72429, -4.88766, -0.50374], [16.12668, -3.91721, -0.60922], [16.24312, -6.01112, -1.92574], [14.33522, -4.71643, -3.48994], [14.04015, -6.16388, -2.53009], [16.29215, -6.43599, -4.41914], [14.64957, -6.43198, -5.09168], [14.49343, -8.98460, -5.39098], [15.30169, -9.93103, -4.15920], [16.26984, -8.70351, -5.19044], [24.65008, -13.15932, 0.43175], [24.19262, -14.45726, 0.69459], [23.15604, -14.87390, -0.24054], [22.78953, -16.34681, -0.10379], [22.17228, -16.84796, 1.15536], [21.98167, -18.31125, 1.21837], [21.30406, -18.69421, 2.53710], [22.25755, -18.55085, 3.61084], [21.75116, -19.02826, 4.85837], [25.46961, -12.84076, 1.07595], [23.88685, -12.38142, 0.41063], [25.08614, -13.23822, -0.56409], [23.52297, -14.66719, -1.24589], [22.26987, -14.24858, -0.13194], [23.71151, -16.90664, -0.26067], [22.17593, -16.58318, -0.97311], [22.77803, -16.57477, 1.91598], [22.89032, -18.85342, 0.95661], [21.34256, -18.62628, 0.39352], [20.94906, -19.72468, 2.55200], [20.41467, -18.09446, 2.73050], [22.52075, -18.80158, 5.59624], [21.46083, -20.07806, 4.90015], [20.90321, -18.49246, 5.28499], [7.13475, -9.53565, 3.30513], [5.73149, -9.55276, 3.37334], [5.05205, -8.94349, 2.30249], [3.54288, -8.75509, 2.70915], [3.31505, -7.81132, 3.83320], [1.84553, -7.66741, 4.07012], [1.63086, -7.19804, 5.51813], [2.26448, -8.12399, 6.46432], [1.85322, -7.94502, 7.85027], [7.53886, -10.13160, 4.12345], [7.59424, -8.55285, 3.19982], [7.55282, -10.15844, 2.51427], [5.07585, -9.61491, 1.44415], [5.48908, -8.00857, 1.95173], [3.21588, -9.71403, 3.11115], [2.89665, -8.50964, 1.86640], [3.72931, -8.09021, 4.71110], [1.29479, -8.60672, 4.02001], [1.50149, -6.90250, 3.37397], [0.56497, -6.98958, 5.61030], [2.03087, -6.18804, 5.60748], [2.20430, -8.74732, 8.49924], [0.76386, -7.91292, 7.86947], [2.15978, -6.97752, 8.24783], [8.72663, -9.71346, -3.58583], [9.21847, -11.05143, -3.45844], [10.54976, -11.07671, -2.97186], [11.07863, -12.52628, -3.08838], [12.21564, -12.76480, -2.25961], [12.69657, -14.12328, -2.45656], [14.00335, -14.53878, -1.71593], [15.15857, -13.98063, -2.34002], [16.36027, -14.51102, -1.77874], [7.67618, -9.76538, -3.87208], [9.33850, -9.07508, -4.22315], [8.72103, -9.27288, -2.58885], [10.56166, -10.79620, -1.91864], [11.25470, -10.40626, -3.46345], [11.38521, -12.76824, -4.10601], [10.22649, -13.14110, -2.79864], [12.97862, -12.18610, -2.58064], [12.85259, -14.41544, -3.49501], [12.00083, -14.85443, -2.04490], [14.00968, -15.62541, -1.80153], [14.04447, -14.27399, -0.65938], [16.35724, -14.52232, -0.68880], [17.22480, -13.89028, -2.01402], [16.41924, -15.58924, -1.92723], [20.09441, -12.81501, 6.15238], [20.50365, -11.50489, 5.86979], [21.12450, -11.24443, 4.60159], [21.55135, -9.75748, 4.56848], [20.33159, -8.94510, 4.59771], [20.72144, -7.53548, 4.54152], [19.50160, -6.57354, 4.65343], [18.70235, -6.84297, 5.75337], [17.68657, -5.97065, 6.04684], [19.53109, -12.83680, 7.08528], [20.93913, -13.50258, 6.19494], [19.35181, -13.18602, 5.44598], [20.46188, -11.53147, 3.78511], [22.03019, -11.85092, 4.60108], [22.12641, -9.62604, 3.65188], [22.26358, -9.50800, 5.35499], [19.73416, -9.26828, 5.34520], [21.25623, -7.31966, 3.61657], [21.45186, -7.44354, 5.34534], [18.85759, -6.66540, 3.77883], [19.94347, -5.59053, 4.81635], [17.13861, -6.29709, 6.93074], [16.92052, -5.80698, 5.28890], [18.06915, -4.98379, 6.30728], [12.31453, -7.36164, 11.45903], [12.28004, -8.35318, 12.49432], [12.75029, -7.86803, 13.77632], [11.89150, -6.80334, 14.41086], [10.60578, -7.37183, 14.70482], [9.74320, -6.26384, 15.12032], [8.33566, -6.83709, 15.20535], [7.99975, -7.17306, 13.87963], [6.61657, -7.54246, 13.71353], [11.62995, -6.53215, 11.63626], [12.03827, -7.95386, 10.58665], [13.29156, -6.89797, 11.32283], [13.75082, -7.47076, 13.60541], [12.71508, -8.73684, 14.43359], [11.94439, -5.92948, 13.76150], [12.40308, -6.49848, 15.32381], [10.24981, -7.93591, 13.94639], [9.72143, -5.43613, 14.41144], [10.02718, -6.02629, 16.14551], [7.70174, -6.04258, 15.59905], [8.33743, -7.72933, 15.83144], [5.99894, -6.64569, 13.76290], [6.30916, -8.32720, 14.40475], [6.35776, -7.84918, 12.70008], [15.63591, -9.64924, 3.09426], [15.46122, -8.83805, 1.97868], [15.31647, -9.58925, 0.76426], [16.60751, -10.38271, 0.20403], [17.69413, -9.40498, 0.04715], [18.88080, -10.20513, -0.39685], [18.94174, -10.41334, -1.92708], [20.26680, -10.72769, -2.38663], [20.43679, -10.82977, -3.83094], [16.52266, -10.27681, 3.00535], [14.85623, -10.38873, 3.27690], [15.66978, -9.00197, 3.97063], [14.93230, -8.91902, -0.00471], [14.52277, -10.33574, 0.79414], [16.23846, -10.81983, -0.72378], [16.92657, -11.16605, 0.89155], [17.72280, -8.91007, 0.92710], [19.01619, -11.16959, 0.09264], [19.77358, -9.64313, -0.12258], [18.75676, -9.49183, -2.47906], [18.26265, -11.19677, -2.26352], [21.46702, -11.10995, -4.05051], [20.11160, -9.96588, -4.41063], [19.86026, -11.69513, -4.15785], [25.46372, -15.77124, -7.72290], [24.79321, -15.69045, -8.98625], [25.54833, -14.83600, -9.89545], [24.84544, -14.72536, -11.21487], [24.97272, -15.97869, -11.98166], [24.50800, -16.04916, -13.41380], [24.76016, -17.38100, -14.07616], [23.85226, -18.47939, -13.78659], [24.08681, -19.66662, -14.59343], [26.41539, -16.29099, -7.83381], [25.00715, -16.51873, -7.07413], [25.49905, -14.88337, -7.09159], [26.58531, -15.12355, -10.06896], [25.75697, -13.85064, -9.47874], [25.20656, -13.89360, -11.81972], [23.83919, -14.34104, -11.04796], [24.66110, -16.81887, -11.51574], [24.91028, -15.26695, -14.05756], [23.42768, -15.95786, -13.52633], [25.76586, -17.69663, -13.79858], [24.74354, -17.21724, -15.15365], [23.55571, -20.52086, -14.17357], [25.16402, -19.82627, -14.54602], [23.92773, -19.59994, -15.66970], [22.29377, -8.20040, -9.73136], [22.98095, -7.65178, -11.02392], [24.49530, -7.90363, -11.12737], [22.35698, -8.34749, -12.09462], [22.55370, -9.23611, -9.51264], [21.20726, -8.19616, -9.81846], [22.45805, -7.59337, -8.84106], [22.77446, -6.58899, -11.15026], [24.86751, -7.45872, -12.05021], [24.74453, -8.96298, -11.06600], [25.11576, -7.53889, -10.30878], [22.75997, -7.98590, -12.88738], [18.39591, -10.39694, 9.90686], [17.40231, -11.51545, 10.30308], [16.46551, -11.90071, 9.17014], [18.15517, -12.62249, 10.53271], [19.00583, -10.65785, 9.04198], [18.97653, -10.15336, 10.79660], [17.69293, -9.61506, 9.61951], [16.81483, -11.20380, 11.16671], [17.06723, -11.97397, 8.26422], [15.75333, -11.09268, 9.00278], [15.99434, -12.86267, 9.37194], [17.54443, -13.21907, 10.97167]]}


Quick one: least stable of them? version ii